A 9-piece molecular cluster, C37H59Cl16F3N2O2 overall at a distorted geometry. Source: the Open Molecules 2025 dataset; level of theory: the ωB97M-V functional and the def2-TZVPD basis.

```
119
Properties=species:S:1:pos:R:3:forces:R:3
H 6.05186 2.09737 -5.61940 -0.109 -0.316 0.907
N 5.94770 1.65807 -4.67417 -1.403 4.993 3.385
C 5.63661 2.68935 -3.79339 0.844 -2.627 -1.545
C 5.38880 2.41327 -2.17567 -0.131 -1.415 -1.041
C 3.76365 2.43783 -1.89560 0.967 0.522 0.042
C 3.34531 2.67101 -0.32697 -0.562 0.282 0.394
C 4.30004 1.91013 0.76648 4.749 -0.347 2.145
O 5.57772 2.25103 1.03439 -7.415 -1.620 -2.035
C 3.72594 0.60449 1.63853 -1.841 -2.453 1.450
C 2.16690 0.65994 2.22137 1.900 -3.084 0.547
C 1.48119 -0.57052 3.09289 4.504 -0.267 -1.705
C 2.41962 -1.91358 3.33410 1.746 2.591 -1.950
C 3.98078 -2.03256 2.75453 -2.097 4.151 -1.006
C 4.64220 -0.74971 1.91453 -3.623 0.270 1.401
O 3.24106 1.13022 -2.33483 -1.175 2.385 -0.909
C 1.93934 1.25455 -3.01442 -1.598 -0.450 0.352
C 0.87825 0.20261 -2.27900 0.078 1.645 0.854
C -0.60973 0.54808 -2.84145 -1.495 0.557 0.079
C -1.86383 0.08533 -1.89618 -6.815 -4.301 4.530
C -2.95346 -0.49671 -1.18333 7.759 4.415 -4.266
N 1.37522 -1.19559 -2.43911 -1.112 -2.203 1.612
C 1.05800 -1.86180 -3.73439 -0.099 -0.596 -2.582
C -0.34636 -2.71147 -3.79396 -0.856 0.368 -0.801
C 2.30509 -2.78690 -4.36217 -0.031 -0.557 1.048
C 3.78933 -2.15798 -4.04331 -0.397 -0.016 -0.493
C 1.31478 -2.04825 -1.21745 0.985 0.402 1.796
F 2.41146 -1.55869 -0.29845 -3.494 -1.689 -2.510
F 0.06131 -1.92605 -0.40563 3.722 -0.507 -2.364
F 1.55728 -3.49470 -1.38987 -0.869 4.768 0.190
H 5.53976 3.81243 -4.16043 0.161 -2.295 0.751
H 5.73455 1.29146 -1.97948 -0.677 2.463 -0.386
H 6.00848 3.12027 -1.47824 -1.373 -1.170 -1.488
H 3.34053 3.34866 -2.54080 0.549 -2.061 1.417
H 2.22740 2.28455 -0.20080 2.487 0.683 -0.238
H 3.31201 3.83480 -0.09899 0.412 -2.456 -0.352
H 1.53945 1.62102 1.99226 1.284 -2.057 0.587
H 0.36895 -0.47969 3.51534 2.837 -0.277 -1.098
H 2.01682 -2.85268 3.92074 0.770 2.238 -1.323
H 4.65931 -2.98571 2.89802 -1.749 2.150 -0.216
H 5.76126 -0.79516 1.51009 -2.805 0.112 0.979
H 1.96807 1.00673 -4.16421 0.359 0.423 2.167
H 1.44614 2.33195 -2.90602 1.283 -2.159 -0.101
H 0.89657 0.50498 -1.12842 0.013 -0.901 -2.430
H -0.67618 1.73851 -2.91351 0.043 -2.889 0.415
H -0.82651 0.17548 -3.95087 0.589 0.664 2.537
H -3.74985 -0.77600 -0.35124 2.149 0.854 -2.320
H 0.93727 -0.99688 -4.55054 0.368 -1.914 2.471
H -1.15564 -2.01848 -4.33270 1.609 -1.550 1.209
H -0.25627 -3.68390 -4.47765 0.010 2.114 1.630
H -0.80603 -2.98986 -2.75590 1.099 0.495 -1.896
H 2.17770 -2.94026 -5.51624 -0.080 0.510 2.207
H 2.21430 -3.87151 -3.87385 0.256 2.357 -1.070
H 4.40785 -2.16180 -5.05389 -0.974 -0.253 2.304
H 4.31282 -2.80337 -3.19399 -0.976 1.672 -1.921
H 3.68607 -1.02953 -3.73123 0.322 -2.271 -0.340
Cl -2.10029 -0.78777 5.30501 -0.005 -0.141 -0.067
C -1.90140 0.94024 5.68794 0.056 0.537 0.090
C -2.39165 1.83838 4.56316 -0.197 -0.032 0.261
Cl -1.35784 1.72924 3.11585 -0.017 -0.049 -0.059
H -0.84614 1.11895 5.91557 -0.195 -0.114 -0.113
H -2.48206 1.13183 6.59504 0.028 0.023 -0.163
H -2.37260 2.88298 4.88646 0.053 -0.190 0.035
H -3.41604 1.59158 4.26718 0.350 -0.001 0.048
Cl 10.48634 2.80678 4.53961 0.066 -0.014 0.049
C 9.37988 2.29459 3.24128 -0.279 -0.073 -0.236
C 8.01548 1.88849 3.77571 -0.043 0.244 -0.268
Cl 8.08569 0.38152 4.72413 0.037 -0.017 0.049
H 9.85648 1.47789 2.69066 -0.111 0.116 0.223
H 9.27366 3.14581 2.56243 -0.075 -0.123 0.152
H 7.32963 1.70594 2.94362 0.126 0.047 0.054
H 7.58227 2.66814 4.41003 0.192 -0.190 -0.082
Cl -2.88369 0.88374 9.87258 0.003 0.072 -0.050
C -2.30601 -0.71972 9.35541 0.109 -0.339 -0.055
C -0.88657 -0.99805 9.82427 -0.190 -0.169 0.105
Cl 0.30908 0.03389 8.99908 -0.038 0.035 -0.002
H -2.38890 -0.77598 8.26579 0.110 0.049 0.213
H -2.99000 -1.45638 9.78691 0.163 0.106 -0.004
H -0.61743 -2.03406 9.59998 -0.111 0.159 -0.040
H -0.78034 -0.84386 10.90261 -0.060 0.073 -0.262
Cl -3.03768 0.95708 -5.46542 0.002 0.018 -0.030
C -3.35845 2.69830 -5.27173 -0.041 0.265 0.040
C -2.17935 3.55229 -5.71054 -0.379 0.067 -0.260
Cl -0.78093 3.38004 -4.61961 0.082 0.259 -0.269
H -3.62149 2.88141 -4.22550 0.151 -0.092 -0.180
H -4.23268 2.92903 -5.88750 0.203 0.000 0.033
H -2.46080 4.60904 -5.69828 -0.006 -0.179 0.073
H -1.85207 3.29824 -6.72358 -0.029 -0.059 0.282
Cl 3.22474 -1.94278 -8.94671 -0.051 0.002 0.028
C 3.29237 -0.24882 -8.40069 0.000 0.281 0.096
C 2.89095 -0.09867 -6.94178 0.415 0.070 -0.064
Cl 1.15932 -0.43010 -6.68289 -0.105 0.221 -0.651
H 2.65164 0.34640 -9.05834 0.051 -0.191 0.173
H 4.32469 0.08634 -8.53742 -0.145 -0.071 0.135
H 3.06842 0.92862 -6.61125 -0.019 -0.118 -0.105
H 3.46471 -0.76919 -6.29441 -0.194 0.119 -0.190
Cl -6.57456 -0.63114 1.98092 0.014 0.320 -0.043
C -6.08526 -0.83163 3.68169 -0.069 0.041 0.382
C -6.68776 0.23482 4.58269 -0.085 -0.360 0.007
Cl -6.00718 1.85005 4.26144 -0.119 0.100 -0.033
H -4.99189 -0.82451 3.72420 -0.201 0.076 -0.043
H -6.43128 -1.82078 3.99562 -0.020 0.475 -0.163
H -6.47051 0.00335 5.62926 0.044 -0.018 -0.179
H -7.77423 0.29548 4.46523 0.265 0.028 -0.080
Cl -10.61727 2.54572 -0.87803 0.015 0.028 -0.024
C -10.03960 0.94227 -1.39520 0.105 -0.309 -0.062
C -8.62015 0.66394 -0.92635 -0.199 -0.158 0.129
Cl -7.42450 1.69587 -1.75153 -0.013 0.019 0.023
H -10.12249 0.88600 -2.48483 0.097 0.099 0.234
H -10.72359 0.20561 -0.96371 0.169 0.103 0.002
H -8.35102 -0.37208 -1.15064 -0.098 0.145 -0.028
H -8.51393 0.81812 0.15200 -0.049 0.068 -0.256
Cl -6.47928 -3.88918 1.29699 0.042 -0.149 0.076
C -5.37825 -5.00553 2.14183 0.148 -0.220 0.076
C -5.87445 -5.35733 3.53544 0.002 -0.358 -0.277
Cl -5.80354 -3.96565 4.64611 0.071 -0.345 0.150
H -4.38537 -4.54659 2.17143 -0.251 -0.020 0.052
H -5.31624 -5.91091 1.53098 -0.053 0.093 0.179
H -5.24369 -6.13891 3.96829 -0.029 0.162 -0.103
H -6.90580 -5.72314 3.51608 0.207 0.198 -0.030
```
Positions in Å, forces in eV/Å.

Strongest force on any atom = 9.9 eV/Å
Electronic energy = -9367.19008 hartree